The following is a DFT calculation (ωB97M-V/def2-TZVPD) of CH6O2Si as an isolated structure.

The max |F| is 3.323 eV Å⁻¹. The total energy is -481.55477 a.u. Its charge is 0. As for the LUMO energy: -0.0096 Ha. Its molecular weight is 78.143 g/mol. The value obtained for the energy above the lowest of the compared OMol25 structures with the same formula, charge and spin is 122.15 kcal per mole.

The geometry in XYZ format:
```
10
CH6O2Si (ωB97M-V/def2-TZVPD)
C 1.156 0.902 -0.561
O 1.781 -0.093 -0.536
O -1.444 -0.743 1.096
Si -0.404 -1.832 1.286
H 1.538 1.857 -0.747
H -1.786 1.636 -1.441
H 0.058 0.795 -0.467
H -0.249 -2.670 0.211
H -1.066 1.837 -1.215
H 0.417 -1.690 2.375
```



The following is a DFT calculation (ωB97M-V/def2-TZVPD) of one molecule with the formula C6H10.

The max |F| is 0.580 eV Å⁻¹. The total energy is -234.54745 a.u. Its charge is 0. As for the LUMO energy: 0.0392 Ha. Its molecular weight is 82.146 g/mol. Its SMILES is C#CCC(C)C. The value obtained for the energy above the lowest of the compared OMol25 structures with the same formula, charge and spin is 34.55 kcal per mole.

The geometry in XYZ format:
```
16
C6H10 (ωB97M-V/def2-TZVPD)
C 2.732 0.810 -0.241
C 1.677 0.661 0.322
C 0.349 0.754 0.936
C -0.802 0.061 0.164
C -0.652 0.134 -1.357
C -0.952 -1.395 0.604
H 3.642 1.045 -0.743
H 0.175 1.834 1.007
H 0.363 0.384 1.969
H -1.719 0.597 0.445
H -1.521 -0.329 -1.839
H 0.242 -0.411 -1.681
H -0.567 1.163 -1.723
H -1.098 -1.474 1.687
H -1.812 -1.863 0.113
H -0.057 -1.972 0.339
```



The following is a DFT calculation (ωB97M-V/def2-TZVPD) of a 12-piece molecular cluster, C37H104F3N9O15S overall.

The max |F| is 3.148 eV Å⁻¹. The total energy is -3791.01665 a.u. Its charge is 0. As for the LUMO energy: 0.0020 Ha. Its molecular weight is 1004.348 g/mol. The value obtained for the energy above the lowest of the compared OMol25 structures with the same formula, charge and spin is 87.20 kcal per mole.

The geometry in XYZ format:
```
169
C37H104F3N9O15S (ωB97M-V/def2-TZVPD)
N 0.768 2.512 -4.099
H 0.802 1.972 -4.953
H 1.726 2.712 -3.851
H 0.316 1.956 -3.387
H 0.306 3.402 -4.220
C 0.119 0.432 0.420
F -1.034 1.048 0.795
F 1.144 1.317 0.562
F 0.293 -0.603 1.144
S 0.020 -0.177 -1.429
O 1.312 -0.787 -1.785
O -1.081 -1.145 -1.408
O -0.313 0.965 -2.325
C 3.077 -3.175 -3.252
C 3.986 -3.947 -4.241
O 5.278 -3.874 -3.776
O 3.375 -1.759 -3.348
H 3.138 -3.631 -2.264
H 2.041 -3.321 -3.558
H 3.898 -3.569 -5.260
H 3.679 -4.992 -4.295
H 5.532 -2.948 -3.766
H 2.763 -1.344 -2.736
C -2.494 -4.404 -4.270
C -2.011 -4.277 -2.747
O -2.680 -3.172 -2.215
O -3.856 -4.594 -4.395
H -2.029 -5.265 -4.751
H -2.071 -3.584 -4.850
H -0.934 -4.113 -2.732
H -2.258 -5.163 -2.163
H -1.993 -2.619 -1.837
H -4.327 -3.995 -3.812
C 0.080 -5.136 4.942
C 0.380 -4.051 3.851
C -0.881 -3.264 3.473
O -1.930 -4.165 3.020
C -1.731 -4.601 1.629
N 1.426 -3.104 4.238
H 0.999 -5.721 4.963
H -0.850 -5.668 4.738
H 0.065 -4.761 5.965
H 0.964 -4.437 3.015
H -0.722 -2.372 2.867
H -1.284 -2.757 4.350
H -1.107 -5.494 1.610
H -1.302 -3.802 1.024
H -2.652 -4.975 1.183
H 1.542 -2.475 3.456
H 2.251 -3.686 4.205
C 1.890 -0.783 7.771
C 0.675 -0.467 6.835
C 1.010 0.373 5.676
O -0.202 0.490 4.825
C -0.152 1.501 3.853
N 0.026 -1.638 6.368
H 2.690 -1.388 7.344
H 1.510 -1.341 8.626
H 2.392 0.111 8.143
H -0.089 0.063 7.403
H 1.785 -0.128 5.096
H 1.394 1.331 6.027
H -1.093 1.538 3.305
H 0.628 1.299 3.119
H 0.130 2.446 4.317
H 0.519 -2.260 5.743
H -0.656 -1.302 5.703
C -6.983 1.645 -0.611
C -5.576 2.089 -0.989
C -5.457 2.289 -2.551
O -4.191 2.925 -2.986
C -3.015 2.473 -2.288
N -5.299 3.343 -0.349
H -7.250 1.738 0.442
H -7.167 0.586 -0.792
H -7.667 2.215 -1.239
H -4.847 1.377 -0.602
H -6.260 2.924 -2.927
H -5.479 1.304 -3.018
H -3.034 1.402 -2.087
H -2.808 2.990 -1.351
H -2.120 2.502 -2.910
H -4.471 3.709 -0.799
H -5.991 4.059 -0.517
C 0.499 -0.945 -4.873
C -0.404 -0.401 -5.918
C -1.808 -0.149 -5.349
O -2.533 0.552 -6.318
C -3.976 0.652 -6.181
N 0.253 0.720 -6.561
H -0.006 -1.590 -4.154
H 1.017 -0.225 -4.240
H 1.232 -1.630 -5.302
H -0.523 -1.138 -6.712
H -1.799 0.514 -4.484
H -2.283 -1.059 -4.984
H -4.173 1.038 -5.181
H -4.380 -0.325 -6.443
H -4.407 1.298 -6.946
H -0.348 0.992 -7.326
H 1.113 0.481 -7.033
C 1.047 5.828 -0.452
C 1.355 5.181 0.904
C 0.169 4.224 1.347
O -1.113 4.846 1.631
C -2.167 4.047 2.101
N 2.485 4.307 0.866
H 0.149 6.442 -0.380
H 0.835 5.040 -1.174
H 1.775 6.550 -0.821
H 1.473 6.033 1.574
H 0.445 3.582 2.184
H -0.026 3.556 0.508
H -3.179 4.436 2.216
H -1.964 3.529 3.038
H -2.360 3.237 1.398
H 2.198 3.425 0.466
H 3.079 4.849 0.255
C 4.433 -1.009 4.486
C 5.355 -1.119 3.284
C 4.651 -0.822 1.932
O 3.797 -1.924 1.624
C 3.306 -1.875 0.292
N 6.554 -0.433 3.584
H 3.596 -1.705 4.436
H 3.986 -0.015 4.464
H 5.029 -1.143 5.388
H 5.728 -2.142 3.238
H 5.444 -0.824 1.185
H 4.151 0.146 1.964
H 2.568 -1.082 0.172
H 2.813 -2.826 0.094
H 4.141 -1.889 -0.409
H 7.002 -0.912 4.352
H 7.136 -0.758 2.825
C -5.436 2.243 3.722
C -5.207 0.774 3.305
C -4.040 0.396 2.282
O -4.132 -0.989 2.003
C -3.177 -1.492 1.064
N -5.240 0.012 4.509
H -5.671 2.836 2.838
H -4.542 2.665 4.182
H -6.231 2.364 4.457
H -6.086 0.407 2.774
H -3.059 0.686 2.660
H -4.171 0.904 1.327
H -2.263 -1.491 1.657
H -2.917 -0.806 0.258
H -3.449 -2.480 0.692
H -5.040 -0.952 4.284
H -4.393 0.235 5.012
C 3.926 1.131 -4.905
C 3.638 1.541 -3.443
C 4.832 1.283 -2.498
O 4.557 1.789 -1.201
C 5.640 1.757 -0.181
N 3.316 2.935 -3.432
H 4.857 1.582 -5.249
H 3.270 1.362 -5.744
H 4.064 0.050 -4.911
H 2.809 0.917 -3.111
H 5.775 1.742 -2.796
H 5.072 0.232 -2.334
H 6.318 2.606 -0.268
H 6.172 0.817 -0.034
H 5.249 1.981 0.811
H 3.931 3.409 -4.078
H 3.682 3.184 -2.524
```



The following is a DFT calculation (ωB97M-V/def2-TZVPD) of C2EuF3MgNO4S2 as an isolated structure.

The max |F| is 5.689 eV Å⁻¹. The total energy is -2437.58413 a.u. Its charge is +2. As for the LUMO energy (spin up / spin down): -0.4610 / -0.4601 Ha. Its molecular weight is 399.422 g/mol. The multiplicity is 8.

The geometry in XYZ format:
```
14
C2EuF3MgNO4S2 (ωB97M-V/def2-TZVPD)
O -4.365 0.165 1.296
C -3.770 -0.053 0.276
O -3.501 -1.033 -0.443
Mg -2.346 1.824 -0.274
Eu -1.314 -1.844 -1.007
N 0.271 1.155 -0.256
S -0.236 0.583 -1.888
S 1.059 0.107 0.617
O 0.557 -1.303 0.420
O 1.210 0.543 1.994
C 2.801 -0.016 -0.069
F 2.796 -0.626 -1.240
F 3.292 1.201 -0.206
F 3.546 -0.701 0.779
```



The following is a DFT calculation (ωB97M-V/def2-TZVPD) of a 2-piece molecular cluster, C6H13N5O overall.

The max |F| is 2.080 eV Å⁻¹. The total energy is -585.42463 a.u. Its charge is 0. As for the LUMO energy: 0.0259 Ha. Its molecular weight is 171.204 g/mol. Its SMILES is CN(C)C(N)=O.Cn1nccn1. The value obtained for the energy above the lowest of the compared OMol25 structures with the same formula, charge and spin is 0.00 kcal per mole.

The geometry in XYZ format:
```
25
C6H13N5O (ωB97M-V/def2-TZVPD)
C 1.213 -1.453 -0.870
N 2.423 -1.266 -1.635
C 2.913 -2.235 -2.589
C 2.978 -0.019 -1.686
N 2.650 0.889 -0.650
O 3.758 0.309 -2.577
H 0.852 -2.492 -0.960
H 0.423 -0.767 -1.243
H 1.348 -1.226 0.216
H 2.557 -1.977 -3.594
H 4.003 -2.219 -2.591
H 2.545 -3.228 -2.301
H 2.885 1.836 -0.909
H 1.723 0.811 -0.274
C -3.452 2.553 3.075
N -2.951 1.409 2.264
N -1.807 1.449 1.564
C -1.905 0.329 0.804
C -3.070 -0.359 1.182
N -3.722 0.331 2.109
H -3.111 3.489 2.599
H -3.043 2.486 4.087
H -4.548 2.551 3.122
H -1.168 0.093 0.035
H -3.492 -1.292 0.822
```